1.
56
Properties=species:S:1:pos:R:3:forces:R:3 method="wB97M-V/def2-TZVPD" orbital_gap_ev=9.0 de_lowest_kcal_mol=0.58 multiplicity=1 e_homo_ev=-8.4
O -2.13268 1.46508 -1.63104 -0.05 0.05 -0.24
O 2.64130 -1.54646 -0.99648 0.04 0.08 -0.20
N -2.85619 1.06579 0.48731 -0.30 -0.13 0.43
N 0.79590 0.63520 -1.62089 -0.04 0.07 -0.40
N 3.14490 -1.85453 1.20763 -0.06 -0.07 0.24
N 0.11918 1.40755 0.55664 0.73 -0.59 -0.64
N 1.26884 0.16845 1.85886 0.28 -0.26 0.10
N 0.41819 1.11379 1.84349 -0.55 0.59 0.95
C -3.95754 0.21537 0.20000 -0.31 -0.25 -0.17
C -6.30600 -0.21449 0.37145 0.12 -0.06 -0.03
C -2.41059 -1.43316 -0.91874 0.00 0.02 -0.10
C -6.15313 -1.40532 -0.32776 0.05 0.04 -0.01
C 4.38640 -2.54961 0.98458 0.26 -0.12 -0.04
C 4.76727 1.73586 -1.41190 -0.04 0.09 -0.06
C -3.76963 -0.98652 -0.48052 0.06 0.08 0.09
C -5.39807 1.89520 1.38674 -0.01 -0.05 -0.06
C 0.80052 0.58303 -0.27528 0.44 -0.31 0.67
C 2.49511 -1.24985 0.18247 -0.25 -0.15 0.29
C -2.04191 1.61420 -0.42918 0.36 0.50 0.21
C -5.22446 0.60533 0.64144 0.11 0.02 -0.06
C 4.73433 0.73007 0.76356 0.15 0.01 0.00
C 5.42631 0.62397 -1.90827 0.04 -0.03 -0.11
C -4.88330 -1.77496 -0.73981 -0.08 0.12 0.06
C 5.38146 -0.39633 0.27100 0.22 0.06 0.12
C 5.58901 -1.59712 1.14979 -0.26 -0.11 -0.16
C -0.86599 2.38605 0.19105 -0.22 -0.01 -0.19
C 5.72887 -0.43493 -1.07280 0.03 0.05 0.05
C -7.33989 -2.27748 -0.60227 0.01 -0.02 0.06
C 1.55155 -0.21770 0.59328 -0.67 0.57 -0.82
C 4.42806 1.78951 -0.07196 -0.08 0.10 0.01
H 5.66406 -1.29123 2.19571 0.07 -0.02 0.01
H -4.74843 -2.70474 -1.27337 0.02 -0.12 -0.07
H 3.91331 2.65296 0.32510 -0.04 0.07 0.03
H 4.46614 -3.39023 1.67905 0.00 0.01 -0.12
H 4.45696 0.77790 1.80783 -0.02 -0.02 0.10
H -8.19423 -1.67823 -0.91004 -0.09 -0.02 -0.04
H -2.41530 -2.49234 -1.16094 0.02 -0.08 0.02
H -7.62063 -2.82076 0.30035 -0.07 -0.07 0.01
H -2.72812 1.32012 1.45708 0.15 0.02 -0.14
H -1.14688 2.93110 1.09323 0.07 -0.04 -0.06
H -7.11836 -3.00212 -1.38130 -0.04 -0.07 -0.05
H 5.69391 0.57701 -2.95373 0.03 0.00 -0.08
H -1.66960 -1.25559 -0.13978 0.10 -0.01 0.02
H -0.45032 3.07253 -0.55266 -0.12 -0.09 0.09
H -7.29023 0.08261 0.70434 -0.12 0.06 0.04
H 6.50018 -2.12968 0.87426 0.05 0.00 0.07
H 1.30725 -0.12862 -2.04459 0.01 0.04 -0.01
H -6.45259 2.10719 1.53940 -0.05 0.04 0.05
H -2.10726 -0.87628 -1.80526 0.08 -0.04 0.00
H 4.51713 2.55645 -2.06834 -0.01 0.07 -0.05
H -0.03578 0.96707 -2.08839 -0.04 -0.05 0.02
H 2.98786 -1.45096 2.12035 -0.06 0.02 -0.05
H -4.91686 1.84389 2.36467 0.00 0.10 0.09
H 6.22703 -1.30826 -1.46880 0.05 -0.11 -0.05
H -4.95343 2.72130 0.83283 0.01 0.09 0.03
H 4.35152 -2.92463 -0.04085 0.05 -0.07 0.15

2.
57
Properties=species:S:1:pos:R:3:forces:R:3 method="wB97M-V/def2-TZVPD" orbital_gap_ev=7.4 de_lowest_kcal_mol=208.53 multiplicity=1 e_homo_ev=-7.6
O -2.30831 -1.75111 2.82372 -0.19 -0.38 0.28
O 1.94266 -0.71958 0.93445 7.94 7.17 5.81
O -1.29766 2.59669 2.02204 -0.28 2.27 -0.85
O -0.49216 -1.90538 -2.95300 7.73 -0.86 2.49
O -3.60075 1.39132 -0.86484 3.71 -2.12 -0.54
O 0.99206 -3.42682 -1.89787 -0.17 -1.16 2.84
O 3.71477 -1.01781 -1.16867 0.39 -2.07 -1.11
O 1.80650 3.05914 2.97465 0.23 0.03 0.66
O 0.72322 -1.81890 3.18618 2.28 3.57 2.91
O -1.07027 0.69651 -3.98742 2.99 -2.64 -1.44
O 2.95529 -3.15732 1.18585 -1.64 -0.56 0.25
O -3.71357 -2.93665 0.74353 -2.04 -0.44 -0.84
O -2.55420 3.83661 -0.32333 0.27 0.48 -1.45
O -1.09231 -2.39578 -0.34479 -2.07 0.48 0.82
O -1.22961 0.51981 3.72997 1.21 -3.94 2.57
N -0.87647 0.67784 -1.01038 4.96 -0.32 -2.44
C 2.02069 2.70696 -1.91804 2.37 1.19 0.44
C 0.62860 2.43483 -1.60250 2.19 0.99 -0.75
C 0.35097 1.17483 -1.32562 -1.78 -2.14 -0.52
C 3.09523 1.99317 -1.47665 -0.30 -0.06 0.28
H -1.79195 -1.65430 2.00650 -0.08 0.49 0.51
H -2.96463 -3.29698 0.31057 1.17 -0.34 -0.61
H -2.24149 -0.96058 3.40320 -0.17 -0.53 -1.27
H 3.81811 -0.46970 -1.93865 0.20 0.43 -0.33
H -1.35838 1.79366 2.48866 -0.08 -1.73 1.03
H 4.13509 2.31106 -1.33177 -0.45 0.38 -1.06
H 2.20492 3.71558 -2.40018 -0.02 -1.20 0.66
H 2.15629 -3.13606 0.60810 1.06 -0.28 0.54
H 2.98502 1.00790 -1.00166 -0.69 1.15 -0.03
H 0.07461 -1.11596 -2.98760 -1.60 -0.15 -0.47
H -0.88613 -2.55360 -1.25541 0.29 -0.11 -1.47
H 3.54730 -0.46189 -0.43547 -0.47 0.78 1.28
H -1.63972 1.37656 -3.80723 -2.07 2.74 0.83
H -2.12402 3.80174 -1.21569 -0.43 -0.07 1.44
H -0.71225 -0.22978 3.22336 -0.67 2.03 1.36
H 2.37335 -1.23666 1.60947 -0.50 -0.80 -0.06
H 1.07668 0.33105 -1.56924 -0.66 1.49 0.44
H 1.29587 -1.69145 4.05348 -1.81 -0.68 -2.79
H -4.20047 0.83093 -0.46680 -2.29 -1.40 1.12
H 0.50229 -2.70459 3.11859 -0.64 -2.89 0.15
H 1.37195 -1.08837 0.46616 -7.65 -5.49 -5.90
H 1.68556 -2.80820 -1.94938 1.49 1.06 -0.44
H -1.30212 -1.87866 -3.22696 -7.21 1.73 -3.02
H -1.53381 1.11949 -0.56692 -4.39 3.63 2.67
H -0.22056 1.08366 -4.28090 -0.91 -0.06 0.30
H -0.25435 -2.44870 0.04170 1.90 -0.41 1.08
H 0.11650 3.38795 -1.53293 -0.95 -0.68 0.25
H -3.39207 -2.47578 1.49119 0.38 0.65 1.36
H 3.66637 -2.97169 0.59459 0.88 0.23 -0.82
H -0.95036 -0.25423 -0.90261 -0.28 -3.76 0.31
H 0.85242 2.95392 3.01693 -0.16 -0.03 -0.35
H 2.04233 3.07184 2.05002 -0.13 -0.06 -0.41
H 0.92353 -3.88489 -2.70267 -0.05 -0.64 -1.64
H -1.86101 3.19449 2.54476 0.32 -0.16 -0.39
H -2.19350 3.11341 0.20432 0.26 -0.04 0.04
H -3.91444 2.20726 -1.08778 -1.72 3.26 -0.43
H -1.28160 0.06320 4.70102 0.32 1.98 -3.31

3.
31
Properties=species:S:1:pos:R:3:forces:R:3 method="wB97M-V/def2-TZVPD" orbital_gap_ev=10.6 de_lowest_kcal_mol=0.00 multiplicity=1 total_charge=+1 e_homo_ev=-13.2
O -1.19309 0.95084 -1.39635 -0.02 0.25 0.01
N -2.00029 -1.19920 -0.70980 -0.10 -0.01 -0.21
N 2.40811 0.60960 -1.42323 0.64 0.53 -0.14
N -0.99121 -0.79543 1.83765 -0.14 -0.30 -0.21
N 0.31602 1.15365 2.70744 -0.07 -0.15 0.01
N 0.25870 2.42942 0.69020 0.04 0.21 -0.24
C 0.49954 -1.31525 -2.54810 -0.05 -0.01 0.34
C 0.35610 1.09878 1.16319 -0.04 0.05 0.50
C -0.91179 0.27028 0.84179 -0.06 0.19 -0.25
C 1.58176 0.02263 -0.68796 -0.25 -0.35 0.28
C 1.62969 0.33862 0.78872 -0.18 0.22 -0.24
C -0.97617 -0.20367 -0.62775 2.00 -1.42 -0.28
C 0.48950 -0.93821 -1.07517 -1.98 1.14 0.26
H -0.20899 1.97839 3.00982 0.14 -0.10 -0.13
H -2.91896 -0.79431 -0.56103 -0.02 0.02 -0.04
H -1.31785 0.71462 -2.32383 0.01 0.00 0.06
H 2.37652 0.39725 -2.41503 -0.28 -0.22 -0.07
H 1.24307 1.16158 3.13372 -0.16 0.00 -0.03
H -0.39961 2.52952 -0.07198 0.05 -0.04 -0.03
H -2.01172 -1.67465 -1.60342 0.01 -0.02 0.03
H 1.70542 -0.58855 1.35758 0.03 -0.08 0.13
H -0.42217 -1.59005 1.55777 -0.12 -0.02 0.02
H 1.44547 -1.79850 -2.78669 0.02 -0.02 -0.10
H 0.39299 -0.44451 -3.19311 0.01 0.06 -0.07
H -1.93981 -1.14398 1.92351 0.11 0.01 -0.02
H -0.29079 -2.02481 -2.77988 -0.03 -0.07 -0.08
H 0.54968 -1.83865 -0.46380 0.08 -0.06 0.08
H 1.14609 2.83392 0.41698 -0.01 -0.06 -0.02
H -1.77449 0.93298 0.98739 0.04 -0.05 0.03
H 2.51138 0.95284 0.97525 -0.01 -0.01 0.09
H -0.23438 0.23984 2.88150 0.33 0.31 0.34

4.
49
Properties=species:S:1:pos:R:3:forces:R:3 method="wB97M-V/def2-TZVPD" orbital_gap_ev=6.1 multiplicity=1 e_homo_ev=-7.5
Au -1.92897 0.48926 1.13770 0.08 -0.26 -0.30
Se -2.33952 1.60762 -2.03672 1.77 -1.01 -0.48
P 1.39083 -0.13680 0.82825 0.39 0.32 0.05
O -1.52060 -0.54059 3.73890 0.44 -0.28 -1.25
N -2.93667 1.64160 -0.39010 0.10 0.00 0.70
N -3.59002 2.56945 -2.70176 -1.50 0.75 0.39
C 0.36354 -1.43791 -1.53725 -0.13 1.70 0.46
C -5.93776 3.46541 0.61197 -0.34 -0.82 1.18
C 3.90974 0.14769 1.83015 1.27 0.07 0.78
C 1.02709 0.83957 -3.13599 0.56 -1.32 1.79
C 1.52314 -4.05601 1.88156 -1.00 -2.36 -0.05
C 0.17227 -1.37547 -2.91763 -1.10 -3.91 0.85
C 0.93266 -0.30650 -0.93355 0.54 -0.26 -0.85
C -4.83619 2.67592 0.79973 0.23 0.79 -0.89
C -0.53694 -3.13403 2.79049 -2.16 -0.28 0.90
C -0.20106 -1.86868 2.34202 0.61 0.25 -1.19
C 3.94406 -0.53213 -0.45652 0.22 -1.09 -1.49
C 0.94480 -1.75139 1.54010 -0.07 0.02 0.05
C 0.46945 -0.33555 -3.67824 1.17 3.64 -2.94
C -5.68790 3.58796 -1.84247 1.01 -0.62 1.95
C 1.79788 -2.84212 1.31494 -1.96 0.27 1.71
C 6.05313 0.06654 0.68210 -1.12 -0.19 -0.62
C 0.27450 -4.22057 2.53976 1.05 0.50 -0.33
C 1.33106 0.77567 -1.76581 -0.98 1.01 0.22
C 5.30174 0.31969 1.84684 0.82 1.00 0.09
C 5.32651 -0.39882 -0.46545 1.80 0.31 0.56
C -4.03450 2.37167 -0.37502 -1.16 0.75 0.05
C 3.25467 -0.30488 0.70913 -1.64 0.83 0.10
C -1.13669 -0.70539 2.57638 -0.68 0.30 1.69
C -4.42476 2.89105 -1.70488 -0.25 -0.33 0.62
C -6.38275 3.84566 -0.67177 -0.27 0.33 -2.68
H 5.95690 -0.63746 -1.34151 -0.76 0.18 0.31
H -1.56676 -3.24776 3.29058 1.85 0.04 -0.63
H 3.38322 -0.89210 -1.36924 0.88 0.53 1.06
H -0.18643 -2.29549 -3.41025 -0.06 0.55 0.26
H 2.13116 -5.00425 1.69078 -0.66 1.66 0.30
H -4.51440 2.40613 1.79816 0.05 -0.29 -0.18
H 5.78875 0.84019 2.72548 -0.61 -0.98 -0.99
H 7.14670 0.27981 0.59161 -1.16 -0.34 0.27
H 1.33484 1.69631 -3.71628 -0.18 -0.01 -0.16
H 2.64990 -2.66951 0.78296 2.22 0.20 -1.44
H -0.05322 -5.19262 2.82993 -0.05 -0.55 0.29
H -6.59748 3.68544 1.47952 0.69 -0.01 -0.69
H 3.35100 0.39733 2.72495 -0.06 0.03 -0.03
H 1.71527 1.67786 -1.24998 0.05 -0.62 -0.44
H 0.35659 -0.30219 -4.78590 -0.21 -0.54 0.95
H -0.05275 -2.22390 -0.91615 0.36 -0.23 -0.24
H -7.34711 4.33423 -0.84712 0.30 -0.09 0.61
H -6.01889 3.80004 -2.83443 -0.36 0.38 -0.31